{
  "formula": "C59H41Cl4CrN6S2",
  "method": "ωB97M-V/def2-TZVPD",
  "symbols": ["Cr", "Cl", "C", "C", "C", "C", "C", "C", "C", "C", "C", "C", "C", "C", "C", "C", "C", "C", "Cl", "C", "C", "C", "N", "C", "C", "C", "C", "C", "C", "Cl", "C", "C", "C", "C", "C", "C", "N", "C", "C", "C", "C", "C", "N", "C", "C", "C", "C", "Cl", "C", "C", "C", "C", "N", "H", "H", "H", "H", "H", "H", "H", "H", "H", "H", "H", "H", "H", "H", "H", "H", "H", "H", "H", "H", "H", "H", "H", "H", "S", "C", "S", "C", "C", "C", "N", "C", "C", "C", "C", "C", "N", "C", "C", "H", "H", "H", "H", "H", "H", "H", "H", "C", "C", "C", "C", "H", "H", "H", "H", "H", "H", "H", "H", "H"],
  "positions_angstrom": [[-0.417, 1.017, -0.706], [2.440, -0.067, -9.278], [2.068, 0.021, -7.627], [3.088, 0.441, -6.712], [2.737, 0.657, -5.395], [1.390, 0.644, -4.993], [0.377, 0.277, -5.892], [0.737, -0.125, -7.204], [1.118, 1.093, -3.630], [1.824, 0.509, -2.511], [2.851, -0.455, -2.512], [3.337, -0.515, -1.199], [2.547, 0.354, -0.403], [2.769, 0.656, 0.949], [4.121, 0.522, 1.590], [4.673, 1.623, 2.256], [6.040, 1.604, 2.617], [6.832, 0.469, 2.341], [8.481, 0.549, 2.743], [6.279, -0.666, 1.716], [4.897, -0.653, 1.466], [1.663, 1.012, 1.736], [0.312, 1.086, 1.360], [-0.374, 0.977, 2.617], [-1.760, 1.055, 2.925], [-2.384, 0.812, 4.245], [-3.314, -0.243, 4.410], [-3.713, -0.664, 5.672], [-3.293, 0.054, 6.820], [-3.727, -0.763, 8.310], [-2.459, 1.159, 6.657], [-1.919, 1.492, 5.404], [-2.670, 1.466, 1.927], [-3.225, 2.743, 2.016], [-3.176, 3.557, 0.901], [-2.845, 2.897, -0.290], [-2.600, 1.444, -0.301], [-2.622, 3.544, -1.555], [-1.764, 2.971, -2.571], [-1.796, 3.251, -3.986], [-0.684, 2.657, -4.547], [0.019, 1.982, -3.470], [-0.652, 2.219, -2.273], [-3.207, 4.864, -1.753], [-4.521, 5.206, -1.324], [-5.058, 6.435, -1.631], [-4.150, 7.434, -2.055], [-4.409, 9.110, -1.893], [-2.904, 7.066, -2.602], [-2.463, 5.775, -2.526], [0.550, 0.958, 3.711], [1.803, 1.090, 3.159], [1.589, 0.969, -1.203], [4.130, 0.532, -7.076], [3.553, 0.941, -4.694], [-0.668, 0.332, -5.630], [-0.036, -0.414, -7.932], [3.244, -0.947, -3.378], [4.255, -0.968, -0.879], [4.050, 2.499, 2.449], [6.448, 2.515, 3.107], [6.815, -1.610, 1.523], [4.410, -1.545, 1.116], [-3.629, -0.762, 3.505], [-4.344, -1.556, 5.742], [-2.252, 1.821, 7.527], [-1.126, 2.225, 5.332], [-3.891, 2.973, 2.813], [-3.092, 4.644, 1.014], [-2.530, 3.823, -4.526], [-0.472, 2.651, -5.629], [-5.027, 4.465, -0.736], [-6.073, 6.720, -1.368], [-2.293, 7.869, -3.052], [-1.541, 5.437, -3.007], [0.320, 0.831, 4.764], [2.736, 1.133, 3.693], [-3.760, -1.015, 0.655], [-3.062, 0.618, 0.682], [0.081, -6.002, 4.368], [-0.342, -4.692, 3.287], [-1.335, -4.836, 2.329], [-1.472, -3.851, 1.323], [-0.608, -2.850, 1.227], [0.344, -2.716, 2.157], [0.465, -3.554, 3.278], [1.498, -6.565, 3.460], [2.774, -6.165, 3.783], [3.799, -6.379, 2.894], [3.587, -7.032, 1.719], [2.378, -7.551, 1.462], [1.291, -7.360, 2.328], [-1.951, -5.737, 2.294], [-2.285, -3.931, 0.582], [1.056, -1.888, 1.964], [1.230, -3.403, 4.012], [2.947, -5.748, 4.772], [4.851, -6.089, 3.130], [2.275, -8.082, 0.518], [0.357, -7.773, 2.058], [-2.799, -1.902, -2.490], [-1.471, -1.246, -2.792], [-0.684, -2.201, -3.692], [-0.825, -0.890, -1.461], [-3.303, -2.254, -3.374], [-3.443, -1.215, -1.938], [-2.674, -2.772, -1.853], [-1.637, -0.294, -3.307], [-0.827, -3.207, -3.269], [0.394, -2.024, -3.678], [-1.044, -2.157, -4.717], [0.209, -1.245, -1.313], [-1.438, -1.169, -0.588]],
  "de_lowest_kcal_mol": 0.00,
  "homo_lumo_gap_ev": [3.6159, 4.8080],
  "multiplicity": 6,
  "s2": 9.21,
  "total_charge": -2,
  "e_homo_ev": [-0.3, -1.5]
}